Here is a molecular structure, C50H104AsF6N6O6 in a non-equilibrium geometry from the Open Molecules 2025 dataset. Energies are from ωB97M-V/def2-TZVPD.

Properties
- Net charge: +5

```
173
Properties=species:S:1:pos:R:3:lowdin_charge:R:1
As 0.727 -0.564 0.494 0.941
F 0.365 1.203 0.324 -0.305
F 0.830 -0.367 2.232 -0.258
F 1.086 -2.306 0.618 -0.261
F 0.455 -0.632 -1.319 -0.302
F 2.522 -0.256 0.335 -0.280
F -1.030 -0.901 0.756 -0.305
C 6.031 0.690 -3.662 0.018
C 5.991 -0.388 -2.490 -0.404
C 5.647 -1.811 -2.860 -0.131
C 5.942 -3.021 -1.875 -0.116
C 7.511 -2.958 -1.733 -0.142
C 8.128 -1.608 -1.341 -0.401
N 7.429 -0.462 -2.034 0.144
O 7.903 0.802 -1.557 0.143
C 9.656 -1.522 -1.655 0.011
C 7.887 -1.455 0.243 0.030
C 5.089 0.076 -1.292 -0.001
H 5.035 0.689 -4.104 0.092
H 6.778 0.531 -4.440 0.100
H 6.171 1.712 -3.309 0.082
H 5.976 -2.146 -3.843 0.134
H 4.574 -1.896 -3.034 0.113
H 5.717 -4.012 -2.269 0.118
H 5.543 -2.860 -0.873 0.096
H 7.867 -3.361 -2.680 0.127
H 7.929 -3.716 -1.071 0.135
H 10.241 -0.710 -1.223 0.102
H 9.819 -1.551 -2.732 0.100
H 10.141 -2.432 -1.302 0.106
H 8.174 -0.409 0.352 0.082
H 8.589 -1.986 0.886 0.111
H 6.895 -1.618 0.663 0.081
H 5.175 1.125 -1.007 0.090
H 5.327 -0.407 -0.344 0.074
H 4.029 -0.154 -1.395 0.074
C 4.118 7.552 -2.419 0.002
C 2.878 7.023 -1.576 -0.377
C 1.532 7.502 -2.135 -0.127
C 0.315 6.610 -2.011 -0.173
C 0.613 5.193 -2.388 -0.134
C 1.746 4.554 -1.567 -0.401
N 2.885 5.490 -1.744 0.127
O 4.132 4.858 -1.632 0.150
C 2.118 3.105 -2.168 0.017
C 1.322 4.474 -0.075 0.014
C 3.005 7.410 -0.054 0.039
H 4.071 7.307 -3.480 0.099
H 5.104 7.315 -2.021 0.093
H 4.254 8.629 -2.321 0.107
H 1.790 7.715 -3.172 0.128
H 1.313 8.525 -1.828 0.145
H -0.535 7.085 -2.501 0.139
H 0.007 6.577 -0.966 0.087
H 0.731 4.976 -3.450 0.138
H -0.347 4.732 -2.155 0.115
H 2.984 2.633 -1.704 0.069
H 2.326 3.121 -3.238 0.093
H 1.258 2.443 -2.073 0.082
H 2.215 4.200 0.487 0.104
H 0.720 3.568 -0.003 0.073
H 0.909 5.349 0.427 0.072
H 3.478 6.545 0.409 0.089
H 2.046 7.705 0.374 0.095
H 3.696 8.251 0.011 0.108
C -7.244 1.358 -2.887 -0.024
C -5.809 1.090 -3.236 -0.449
C -4.934 2.296 -2.618 -0.089
C -3.410 2.030 -2.454 -0.133
C -3.248 0.635 -1.798 -0.141
C -3.938 -0.526 -2.505 -0.414
N -5.432 -0.160 -2.655 0.122
O -6.416 -1.165 -2.654 0.187
C -3.800 -1.814 -1.657 -0.008
C -3.271 -0.777 -3.877 0.015
C -5.648 1.120 -4.810 0.047
H -7.961 0.638 -3.281 0.107
H -7.548 2.362 -3.185 0.117
H -7.325 1.355 -1.800 0.102
H -5.421 2.792 -1.779 0.115
H -4.973 3.238 -3.164 0.129
H -2.896 2.702 -1.767 0.091
H -2.986 2.027 -3.458 0.107
H -3.543 0.713 -0.751 0.108
H -2.199 0.366 -1.673 0.119
H -4.160 -2.636 -2.276 0.100
H -4.346 -1.703 -0.721 0.093
H -2.737 -1.906 -1.433 0.071
H -3.995 -1.301 -4.501 0.108
H -2.411 -1.446 -3.849 0.101
H -2.899 0.116 -4.379 0.084
H -6.073 0.258 -5.324 0.114
H -4.609 1.214 -5.125 0.077
H -6.049 2.077 -5.142 0.115
C 0.944 -3.515 -2.670 -0.012
C 0.799 -4.845 -1.810 -0.401
C 2.224 -5.229 -1.493 -0.136
C 2.354 -6.239 -0.312 -0.129
C 1.531 -5.825 0.940 -0.108
C 0.022 -5.531 0.623 -0.366
N 0.034 -4.545 -0.516 0.131
O -1.197 -3.877 -0.663 0.107
C -0.655 -4.750 1.865 -0.026
C -0.784 -6.895 0.388 0.039
C 0.034 -5.997 -2.596 0.041
H 1.638 -2.802 -2.224 0.064
H 0.027 -3.107 -3.095 0.083
H 1.626 -3.754 -3.486 0.094
H 2.760 -4.320 -1.219 0.118
H 2.561 -5.794 -2.362 0.143
H 3.431 -6.397 -0.252 0.126
H 1.979 -7.233 -0.556 0.107
H 1.994 -5.072 1.578 0.118
H 1.574 -6.636 1.666 0.133
H -0.875 -5.518 2.607 0.080
H -1.665 -4.387 1.675 0.078
H 0.049 -4.024 2.271 0.075
H -1.062 -7.382 1.323 0.107
H -0.186 -7.553 -0.242 0.078
H -1.703 -6.722 -0.172 0.094
H -1.046 -5.867 -2.524 0.096
H 0.461 -6.965 -2.332 0.093
H 0.183 -5.853 -3.666 0.106
C -5.111 -1.845 7.268 0.001
C -4.373 -2.516 6.054 -0.396
C -4.782 -1.875 4.684 -0.100
C -4.008 -2.346 3.495 -0.207
C -2.553 -2.013 3.614 -0.138
C -1.901 -2.466 4.967 -0.361
N -2.856 -2.232 6.192 0.149
O -2.313 -1.593 7.352 0.163
C -0.776 -1.495 5.150 -0.047
C -1.501 -4.005 5.011 0.029
C -4.555 -4.022 6.077 0.002
H -4.750 -2.153 8.249 0.101
H -6.162 -2.137 7.291 0.108
H -4.984 -0.764 7.221 0.090
H -4.649 -0.796 4.759 0.121
H -5.814 -2.142 4.458 0.150
H -4.274 -1.899 2.537 0.124
H -4.068 -3.424 3.344 0.114
H -2.595 -0.925 3.653 0.107
H -2.004 -2.283 2.713 0.108
H -0.835 -0.646 5.832 0.093
H -0.278 -0.970 4.335 0.077
H 0.052 -2.047 5.593 0.102
H -1.114 -4.294 5.988 0.108
H -0.699 -4.152 4.287 0.066
H -2.344 -4.651 4.766 0.079
H -4.700 -4.465 5.091 0.092
H -5.397 -4.311 6.706 0.113
H -3.751 -4.572 6.567 0.101
C -3.803 2.905 3.383 0.037
N -2.761 3.467 2.407 -0.337
C -1.473 3.411 3.248 0.033
C -2.643 2.602 1.186 -0.003
C -3.026 4.944 2.014 -0.052
C -2.241 5.665 0.914 -0.210
O -2.442 5.200 -0.386 -0.071
H -4.669 3.199 2.790 0.106
H -3.783 3.531 4.275 0.119
H -3.769 1.835 3.589 0.104
H -0.711 3.852 2.606 0.101
H -1.254 2.383 3.537 0.108
H -1.639 3.928 4.193 0.113
H -1.875 2.933 0.487 0.091
H -3.548 2.775 0.604 0.099
H -2.596 1.573 1.544 0.102
H -2.808 5.463 2.948 0.141
H -4.114 4.990 1.986 0.141
H -1.164 5.689 1.079 0.101
H -2.635 6.680 0.880 0.150
H -2.553 5.925 -1.006 0.103
```

=====

Here is 2 unconnected molecules or ions with the total composition C4H13NO2 in a non-equilibrium geometry from the Open Molecules 2025 dataset. Energies are from ωB97M-V/def2-TZVPD.

Properties
- SMILES: CN(C)CCO.O
- Relative energy (zero: lowest compared OMol25 entry of this formula, charge and spin): 1.449 eV

```
20
Properties=species:S:1:pos:R:3:nbo_charge:R:1
C 1.462 -0.629 -1.302 -0.418
N 0.647 0.163 -0.345 -0.467
C 0.802 1.631 -0.549 -0.436
C 0.880 -0.222 1.085 -0.243
C -0.208 -1.208 1.473 -0.065
O -1.301 -0.441 1.982 -0.742
H 1.178 -0.238 -2.287 0.212
H 2.537 -0.440 -1.169 0.166
H 1.223 -1.693 -1.205 0.201
H 1.850 1.941 -0.601 0.179
H 0.351 2.138 0.314 0.200
H 0.115 1.926 -1.355 0.211
H 0.960 0.728 1.599 0.215
H 1.773 -0.864 1.104 0.178
H 0.169 -1.863 2.258 0.159
H -0.488 -1.717 0.550 0.181
H -2.081 -0.941 2.204 0.473
O -1.942 0.532 -2.016 -0.958
H -1.399 0.619 -1.220 0.490
H -2.562 1.253 -2.044 0.465
```

=====

Here is a molecular structure, C21H18NO14P2Sr in a non-equilibrium geometry from the Open Molecules 2025 dataset. Energies are from ωB97M-V/def2-TZVPD.

Properties
- Net charge: -1
- Relative energy (zero: lowest compared OMol25 entry of this formula, charge and spin): 0.000 eV

```
57
Properties=species:S:1:pos:R:3:nbo_charge:R:1
Sr 2.096 0.210 0.978 1.869
O -0.047 -2.145 -3.947 -0.675
C -0.135 -1.553 -2.743 0.781
O -0.310 -0.368 -2.636 -0.599
C -0.018 -2.535 -1.613 0.072
C 0.058 -3.897 -1.875 -0.183
C 0.195 -4.758 -0.803 -0.157
C 0.251 -4.225 0.473 -0.189
C 0.174 -2.850 0.625 0.083
N 0.034 -2.008 -0.397 -0.364
C 0.262 -2.182 1.980 0.816
O 0.466 -2.954 3.054 -0.674
O 0.040 -1.006 2.094 -0.608
H -0.108 -1.430 -4.596 0.502
H 0.029 -4.259 -2.891 0.238
H 0.272 -5.825 -0.960 0.224
H 0.366 -4.874 1.329 0.225
H 1.141 -3.617 2.842 0.508
O 3.135 -2.676 -0.875 -1.046
P 3.686 -2.826 0.652 2.549
O 3.987 -4.222 0.980 -1.127
O 2.783 -2.020 1.559 -1.291
O 5.043 -1.857 0.550 -1.111
P 5.041 -0.287 0.150 2.528
O 4.554 0.459 1.563 -1.062
O 6.375 0.166 -0.243 -1.114
O 3.809 -0.071 -0.720 -1.258
H 3.356 -1.738 -1.096 0.515
H 5.315 0.524 2.152 0.514
O 0.202 1.236 -0.313 -0.799
C -0.701 2.084 0.409 0.088
C 0.104 2.760 1.582 0.781
O -0.455 3.727 2.096 -0.699
O 1.236 2.273 1.870 -0.860
C -1.860 1.254 0.957 -0.035
C -2.294 1.347 2.273 -0.141
C -3.331 0.543 2.731 -0.229
C -3.952 -0.360 1.884 -0.230
C -3.537 -0.446 0.561 -0.213
C -2.505 0.358 0.106 -0.206
C -1.182 3.191 -0.526 -0.031
C -0.304 3.712 -1.471 -0.200
C -0.703 4.741 -2.313 -0.215
C -1.983 5.265 -2.218 -0.228
C -2.860 4.755 -1.272 -0.234
C -2.461 3.726 -0.432 -0.135
H -0.214 0.817 -1.080 0.519
H -1.819 2.052 2.942 0.238
H -3.647 0.622 3.764 0.205
H -4.755 -0.990 2.249 0.202
H -4.017 -1.141 -0.118 0.201
H -2.199 0.281 -0.930 0.209
H 0.698 3.312 -1.546 0.225
H -0.004 5.134 -3.041 0.204
H -2.296 6.069 -2.874 0.201
H -3.861 5.160 -1.181 0.202
H -3.148 3.341 0.310 0.212
```

=====

Record-wise HOMO energy values, in hartree: -0.7497 -0.3188 -0.2294
Record-wise electronic energy values, in eV: -151840.4164 -9942.7481 -71653.8233
Record-wise gap between HOMO and LUMO values, in eV: 7.3 9.6 7.8